Record 1
A structure of composition C15H33BeBrCaClF5N3NaO13SSi at a distorted geometry, computed with ωB97M-V/def2-TZVPD.

Calculated values
HOMO level in eV: -11.9
LUMO in eV: -7.79
Total charge: +2

Each line ends with the Löwdin charge.
CARTESIAN COORDINATES (ANGSTROEM)
C 2.235 1.100 -0.748  -0.239
Si 2.181 -0.709 -1.025  0.404
C 3.569 -1.202 -2.238  -0.129
C 2.538 -1.775 0.523  -0.138
O 0.748 -1.140 -1.770  -0.179
C -0.214 -0.247 -1.242  -0.347
C -1.491 -0.603 -1.921  -0.170
N -2.605 0.429 -1.741  -0.158
C -2.683 1.098 -0.385  -0.193
N -2.059 2.405 -0.468  0.082
S -4.123 -0.428 -2.200  0.755
O -3.766 -1.180 -3.356  -0.222
O -5.077 0.564 -2.424  -0.196
C -4.704 -1.419 -0.739  -0.416
F -5.452 -0.627 0.003  0.183
F -3.694 -1.805 0.065  0.133
C -5.573 -2.707 -1.100  -0.566
F -4.940 -3.777 -0.639  0.198
F -5.899 -2.803 -2.370  0.210
F -6.700 -2.633 -0.410  0.217
H 3.290 1.412 -0.677  0.049
H 1.692 1.543 -1.757  -0.211
H 1.697 1.365 0.176  0.056
H 3.144 -1.915 -2.959  0.045
H 4.358 -1.762 -1.707  0.020
H 3.981 -0.340 -2.771  0.045
H 3.434 -1.412 1.044  -0.046
H 2.692 -2.803 0.161  0.058
H 1.666 -1.792 1.183  0.058
H -0.284 -0.488 -0.165  0.145
H 0.032 0.814 -1.396  0.001
H -1.822 -1.615 -1.664  0.143
H -1.218 -0.660 -3.033  0.083
H -2.407 1.193 -2.418  -0.034
H -3.749 1.285 -0.147  0.133
H -2.290 0.491 0.433  0.147
H -1.998 2.811 0.465  0.116
H -2.791 2.979 -0.908  0.018
Br 0.845 2.263 -3.154  0.179
C -1.131 -5.508 -1.177  0.062
N 0.012 -5.023 -0.354  -0.429
O 0.889 -5.811 -0.100  0.094
O -0.016 -3.860 0.009  0.047
H -0.965 -6.551 -1.420  0.104
H -2.034 -5.387 -0.584  0.101
H -1.165 -4.901 -2.078  0.098
Na 4.975 -1.299 0.928  0.786
C -5.473 4.054 -1.342  -0.883
O -6.169 5.011 -1.638  0.066
O -4.145 3.989 -1.561  -0.239
O -5.843 2.984 -0.798  0.059
Be -2.914 4.765 -2.722  0.843
C 6.292 2.568 4.776  -0.105
C 5.138 3.268 5.448  -0.098
O 4.038 2.951 4.583  0.080
C 4.347 1.821 3.925  -0.580
O 3.579 1.200 3.256  0.130
O 5.642 1.471 4.116  0.051
H 7.038 2.212 5.481  0.139
H 6.782 3.191 4.026  0.137
H 4.928 2.874 6.443  0.141
H 5.281 4.343 5.518  0.140
C 3.367 -6.187 2.873  -0.146
O 2.368 -5.228 2.532  -0.147
H 4.121 -5.696 3.484  0.075
H 2.925 -7.008 3.441  0.083
H 3.838 -6.580 1.968  0.077
H 1.713 -5.679 1.993  0.033
Cl -3.530 2.487 -4.095  0.034
C -0.847 6.552 -0.245  -0.156
O -0.664 5.586 0.785  -0.131
H -0.832 6.032 -1.208  0.037
H -1.810 7.053 -0.119  0.086
H -0.041 7.287 -0.225  0.088
H -0.678 6.054 1.625  0.082
Ca -1.579 1.057 -4.067  1.007


Record 2
A cluster of 7 separate species, C15H33Br12ClFNP in total at a distorted geometry, computed with ωB97M-V/def2-TZVPD.

Calculated values
HOMO level in eV: -11.2
LUMO in eV: -3.60
Total charge: +1

Each line ends with the Löwdin charge.
CARTESIAN COORDINATES (ANGSTROEM)
N -4.271 -2.152 4.248  -0.081
P -3.986 -2.766 2.660  0.981
F -5.145 -3.815 2.118  -0.195
C -2.337 -3.621 2.496  -0.261
C -1.556 -2.907 1.290  -0.333
C -0.542 -1.838 1.928  -0.558
Cl -1.487 -0.434 2.675  0.534
H -4.728 -1.231 4.231  0.074
H -4.889 -2.781 4.778  0.081
H -4.007 -1.641 1.781  0.068
H -1.692 -3.521 3.428  0.111
H -2.467 -4.735 2.339  0.114
H -2.316 -2.346 0.654  0.033
H -0.984 -3.638 0.626  0.050
H 0.013 -2.376 2.745  0.071
H 0.137 -1.422 1.132  0.037
Br -1.567 5.893 3.672  0.636
C -0.974 4.289 4.604  -0.682
C -1.350 3.043 3.844  -0.709
Br -3.245 2.631 4.052  0.566
H -1.399 4.328 5.605  0.032
H 0.111 4.384 4.670  0.063
H -0.824 2.176 4.246  0.037
H -1.157 3.116 2.775  0.051
Br -0.725 1.348 -2.664  0.651
C -0.162 -0.271 -1.738  -0.701
C -0.579 -1.508 -2.493  -0.673
Br -2.481 -1.871 -2.262  0.635
H -0.575 -0.221 -0.731  0.028
H 0.925 -0.203 -1.684  0.021
H -0.071 -2.389 -2.097  0.048
H -0.397 -1.441 -3.563  0.024
Br -3.490 6.111 7.456  0.597
C -4.914 7.255 6.773  -0.685
C -4.623 7.713 5.367  -0.704
Br -3.286 9.130 5.345  0.597
H -5.028 8.076 7.479  0.053
H -5.811 6.635 6.796  0.057
H -5.512 8.154 4.916  0.059
H -4.252 6.917 4.724  0.010
Br 2.616 -1.521 -5.097  0.622
C 1.220 -0.339 -5.775  -0.699
C 1.510 0.099 -7.188  -0.680
Br 2.888 1.475 -7.236  0.620
H 1.139 0.491 -5.074  0.022
H 0.305 -0.931 -5.737  0.051
H 0.629 0.563 -7.632  0.062
H 1.850 -0.713 -7.829  0.056
Br 3.342 -0.839 0.137  0.640
C 3.901 -2.459 1.066  -0.675
C 3.477 -3.695 0.315  -0.648
Br 1.574 -4.045 0.552  0.710
H 3.491 -2.404 2.073  0.053
H 4.988 -2.396 1.117  0.066
H 3.981 -4.576 0.713  0.066
H 3.657 -3.633 -0.756  0.059
Br 6.640 -4.362 -7.309  0.598
C 6.991 -2.487 -6.907  -0.696
C 5.823 -1.616 -7.295  -0.724
Br 5.757 -1.333 -9.221  0.601
H 7.914 -2.220 -7.417  0.052
H 7.152 -2.454 -5.829  0.055
H 5.929 -0.619 -6.865  0.054
H 4.861 -2.032 -7.002  -0.005


Record 3
A structure of composition C15H33CuN5O8 at a distorted geometry, computed with ωB97M-V/def2-TZVPD.

Calculated values
HOMO level (alpha / beta) in eV: -7.3 / -7.0
LUMO (alpha / beta) in eV: 0.39 / 0.29
Total charge: 0
Multiplicity: 2
Relative energy (zero: lowest compared OMol25 entry of this formula, charge and spin) in kJ/mol: 134.2

Each line ends with the Mulliken spin population.
CARTESIAN COORDINATES (ANGSTROEM)
Cu -0.339 0.707 0.380  0.463
C 0.026 3.298 0.833  -0.058
O 0.512 4.416 1.079  0.066
O -0.188 2.820 -0.361  0.339
O -0.223 2.390 1.702  0.226
C -4.674 1.668 -0.779  0.001
C -3.762 1.441 0.437  -0.001
O -2.655 0.973 0.265  -0.014
N -4.263 1.825 1.612  0.000
C -3.557 1.606 2.881  -0.002
H -4.064 2.110 -1.561  0.000
H -5.512 2.330 -0.540  0.000
H -5.183 0.754 -1.084  0.000
H -5.225 2.107 1.662  0.000
H -4.082 0.896 3.523  0.000
H -3.467 2.568 3.376  0.000
H -2.633 1.101 2.604  -0.001
C 0.003 -3.352 -1.267  0.000
C 0.239 -2.602 0.015  0.000
O -0.442 -1.654 0.355  0.002
N 1.309 -2.951 0.766  0.000
C 2.269 -4.009 0.536  0.000
H -0.006 -4.437 -1.229  0.000
H 0.561 -2.932 -2.105  0.000
H -1.014 -3.026 -1.507  0.000
H 1.447 -2.417 1.611  0.000
H 3.266 -3.617 0.291  0.000
H 2.030 -4.679 -0.282  0.000
H 2.398 -4.506 1.501  0.000
C 4.291 0.125 0.216  0.000
C 2.913 -0.036 -0.385  -0.004
O 1.906 0.185 0.272  -0.010
N 2.802 -0.492 -1.647  0.000
C 3.824 -0.509 -2.698  0.000
H 4.636 -0.794 0.704  0.000
H 4.390 0.898 0.974  0.000
H 5.108 0.277 -0.494  0.000
H 1.853 -0.778 -1.843  0.000
H 4.145 -1.527 -2.918  0.000
H 4.610 0.186 -2.438  0.000
H 3.304 -0.162 -3.593  0.000
C -1.779 -0.534 -3.373  0.000
C -0.546 0.259 -2.927  0.006
O -0.169 0.194 -1.767  -0.001
N -0.038 1.096 -3.843  0.000
C 0.980 2.097 -3.562  0.000
H -2.605 0.165 -3.192  0.000
H -1.890 -1.337 -2.653  0.000
H -1.877 -0.785 -4.427  0.000
H -0.669 1.312 -4.598  0.000
H 1.780 2.131 -4.298  0.000
H 1.394 1.893 -2.574  -0.002
H 0.499 3.071 -3.464  0.001
O -0.326 -0.347 2.674  -0.002
C -0.238 0.045 3.835  0.002
N -0.379 1.350 4.137  0.000
C -0.058 -0.939 4.960  0.000
H -0.314 1.620 5.098  0.000
H -0.379 1.958 3.313  -0.008
H -0.135 -1.972 4.648  0.000
H -0.748 -0.726 5.780  0.000
H 0.942 -0.752 5.368  0.000


Record 4
A cluster of 4 separate species, C15H33N3O9PS in total at a distorted geometry, computed with ωB97M-V/def2-TZVPD.

Calculated values
HOMO level in eV: -11.8
LUMO in eV: -4.40
Total charge: +1

Each line ends with the Löwdin charge.
CARTESIAN COORDINATES (ANGSTROEM)
N 7.331 0.239 2.852  0.291
C 6.138 -0.245 2.666  -0.370
N 5.857 -1.626 2.768  0.083
C 4.593 -1.597 3.593  -0.107
C 4.165 -0.078 3.572  -0.452
P 2.380 0.339 3.450  0.376
S 1.823 0.644 1.631  0.214
N 4.989 0.430 2.431  0.081
H 7.635 1.124 2.475  0.154
H 7.997 -0.270 3.411  0.156
H 5.499 -1.797 1.827  0.152
H 4.892 -1.769 4.619  0.118
H 3.891 -2.341 3.245  0.125
H 4.645 0.339 4.458  0.118
H 2.234 1.443 4.299  -0.012
H 1.752 -0.748 4.073  -0.001
H 5.095 1.437 2.373  0.153
C -2.461 2.237 2.372  -0.055
C -1.760 1.145 1.592  -0.242
O -2.664 0.097 1.209  0.023
C -3.446 0.366 0.163  -0.615
O -3.439 1.383 -0.477  0.119
O -4.230 -0.684 -0.046  0.008
C -5.176 -0.518 -1.111  -0.023
H -2.993 1.812 3.224  0.084
H -1.737 2.967 2.734  0.080
H -3.190 2.755 1.751  0.078
H -1.013 0.660 2.213  0.067
H -1.253 1.543 0.713  0.111
H -4.678 -0.212 -2.028  0.096
H -5.929 0.215 -0.832  0.101
H -5.644 -1.486 -1.254  0.095
C -0.752 -2.656 -0.275  -0.049
C -0.911 -3.421 1.019  -0.200
O -0.508 -4.794 0.890  0.050
C 0.799 -5.014 0.933  -0.617
O 1.660 -4.187 1.122  0.093
O 1.003 -6.315 0.752  0.015
C 2.375 -6.712 0.714  -0.036
H -1.287 -3.151 -1.085  0.088
H -1.149 -1.648 -0.159  0.065
H 0.296 -2.583 -0.566  0.076
H -1.959 -3.451 1.307  0.128
H -0.357 -2.954 1.833  0.116
H 2.907 -6.359 1.595  0.090
H 2.852 -6.334 -0.188  0.098
H 2.376 -7.797 0.699  0.096
C -1.801 3.288 -2.712  -0.063
C -3.190 3.698 -3.143  -0.207
O -3.162 4.662 -4.208  0.040
C -2.913 4.167 -5.417  -0.618
O -2.741 3.008 -5.688  0.121
O -2.897 5.179 -6.282  0.007
C -2.583 4.802 -7.626  -0.038
H -1.206 4.166 -2.455  0.082
H -1.863 2.633 -1.846  0.050
H -1.283 2.760 -3.512  0.077
H -3.709 4.192 -2.324  0.124
H -3.786 2.836 -3.440  0.122
H -3.236 4.003 -7.968  0.095
H -1.543 4.488 -7.697  0.097
H -2.739 5.688 -8.233  0.093